12
Properties=species:S:1:pos:R:3:forces:R:3 method="wB97M-V/def2-TZVPD" e_homo_ev="-7.6480 / -7.6466" energy_ha=-1366.5016 largest_force_ev_per_a=3.95 total_charge=0 e_above_lowest_kj_mol=294.8 gap_ev="7.20 / 7.20"
C -0.32996 1.07531 -0.82023 1.5 3.0 2.1
C 0.61489 -1.18803 -0.02979 0.3 -0.5 1.7
C -0.33216 -1.35731 -1.17803 -1.9 -1.5 0.0
N 0.19336 -0.06420 -0.83198 1.5 -3.5 -0.6
S -1.37240 1.91565 -1.59663 -1.2 0.8 -0.6
S 0.13889 1.38013 2.49999 -0.4 0.2 1.0
S 1.13113 2.09645 0.88607 -1.3 -0.6 -1.3
H 0.32365 -1.22665 1.05173 -0.5 0.3 -1.2
H 1.63061 -1.62052 -0.04493 -0.3 0.9 -0.9
H -0.07717 -1.90958 -2.10478 0.5 0.9 0.6
H -1.42351 -1.54691 -0.96998 1.2 0.6 0.1
H -0.49734 2.44565 3.13856 0.5 -0.5 -0.9


17
Properties=species:S:1:pos:R:3:forces:R:3 method="wB97M-V/def2-TZVPD" e_homo_ev=-8.1384 energy_ha=-309.7093 largest_force_ev_per_a=1.22 total_charge=0 e_above_lowest_kj_mol=349.5 gap_ev=8.78
C 0.53729 0.08829 1.86873 -0.1 0.3 0.1
C 1.12665 0.59637 0.62067 0.3 0.4 0.1
O 1.64860 -0.22325 -0.39746 0.2 -0.1 0.0
C 0.74625 -0.16580 -1.48552 -0.2 0.0 -0.2
C -0.63063 0.18556 -0.86937 0.0 -0.1 0.3
C -1.32765 -1.02475 -0.26131 -0.1 -0.3 0.0
C -0.19145 1.09377 0.28918 0.1 0.0 0.2
H -0.81846 -1.25806 0.66945 -0.2 -0.4 -0.2
H -0.35385 -0.44548 2.12910 0.2 -0.7 -0.6
H 1.16880 0.27558 2.74314 -0.7 1.0 0.0
H 1.80055 1.38308 0.95174 0.4 -0.1 -0.2
H 1.08192 0.59235 -2.21226 -0.2 -0.1 0.2
H 0.75827 -1.14115 -1.98701 -0.1 0.2 0.1
H -1.26011 0.67679 -1.63091 0.1 0.1 0.5
H -1.28070 -1.92179 -0.87816 -0.2 0.1 -0.2
H -2.36513 -0.77000 -0.03269 0.1 -0.2 0.0
H -0.64036 2.05851 0.48268 0.5 0.0 0.0


76
Properties=species:S:1:pos:R:3:forces:R:3 method="wB97M-V/def2-TZVPD" e_homo_ev=-9.0318 smiles=ClC(Cl)Cl.ClC(Cl)Cl.c1ccncc1.c1ccncc1.c1ccncc1.c1ccncc1.c1ccncc1.c1ccncc1 energy_ha=-4328.2101 largest_force_ev_per_a=1.50 total_charge=0 e_above_lowest_kj_mol=2.2 gap_ev=9.45
Cl 2.31085 14.87108 1.75976 -0.2 0.2 -0.1
C 1.08159 15.98852 1.10233 0.1 -0.3 0.2
Cl 0.37261 15.30358 -0.35748 0.0 0.0 -0.1
Cl 1.75567 17.57507 0.81993 0.1 0.1 -0.1
H 0.30101 16.08088 1.84513 0.0 0.1 0.1
Cl 5.04636 22.44070 7.98487 0.3 0.0 -0.1
C 4.12911 21.99469 6.55023 -0.3 -0.2 0.2
Cl 3.61837 20.29975 6.62313 0.0 0.1 0.1
Cl 4.97563 22.29102 5.04527 0.2 0.2 0.0
H 3.24343 22.61071 6.59117 -0.1 0.0 -0.3
C 2.18120 15.53446 5.36520 0.2 -1.0 0.0
C 1.76599 16.60507 6.10616 -0.1 1.0 0.2
C 2.55871 17.00770 7.18275 -0.4 0.1 0.1
N 3.60468 16.32993 7.63122 0.3 0.6 -0.5
C 4.04878 15.33355 6.85851 -0.2 0.2 0.5
C 3.35790 14.90490 5.73543 0.7 -0.3 -0.1
H 1.64133 15.11491 4.52750 -0.2 0.3 -0.1
H 0.87972 17.17320 5.85181 0.0 0.0 0.0
H 2.36173 17.94750 7.69126 -0.3 -0.3 0.1
H 4.99621 14.94780 7.20642 -0.1 -0.6 -0.3
H 3.76459 14.10529 5.12829 0.0 0.0 0.1
C -0.83433 21.70007 3.42965 0.0 0.5 0.2
C -1.73166 20.80300 2.92378 -0.5 -0.2 -0.3
C -1.33430 19.48996 2.77637 -0.3 -0.6 -0.1
N -0.16388 19.01611 3.17911 0.1 0.3 -0.2
C 0.69656 19.90949 3.68874 -0.1 -1.2 0.3
C 0.41355 21.24412 3.81384 0.0 0.6 0.4
H -1.13012 22.73333 3.55329 0.2 0.1 0.1
H -2.74643 21.07422 2.67088 0.0 0.1 -0.1
H -2.02605 18.77398 2.33777 0.1 0.0 0.1
H 1.59293 19.45010 4.09825 0.2 0.4 -0.2
H 1.09975 21.91809 4.30290 0.3 0.0 -0.1
C 5.39122 12.44376 9.70603 0.0 0.2 -0.1
C 6.46904 12.57644 10.56723 0.4 0.0 0.0
C 6.51744 13.67859 11.41052 -0.4 -0.4 -0.1
N 5.55110 14.59361 11.43713 0.6 0.8 0.3
C 4.55318 14.49900 10.58681 -1.0 -1.1 -0.3
C 4.38919 13.39522 9.74272 0.3 0.1 -0.2
H 5.36081 11.65017 8.96882 -0.1 -0.1 0.2
H 7.25653 11.82987 10.55670 0.0 0.2 0.1
H 7.32983 13.83256 12.11159 0.0 -0.1 0.0
H 3.77420 15.25346 10.59862 0.2 0.2 0.1
H 3.52603 13.26678 9.10453 0.0 0.3 0.1
C -0.69323 12.08814 7.33919 0.1 0.2 -0.4
C -0.12303 13.34422 7.17284 -0.3 -0.4 0.2
C 0.69328 13.81413 8.19729 0.4 0.4 -0.5
N 0.98348 13.13129 9.29410 0.3 -0.8 0.1
C 0.49436 11.88774 9.39410 0.1 0.6 0.0
C -0.37642 11.35671 8.46191 -0.2 -0.4 0.5
H -1.30771 11.63767 6.56894 -0.2 0.2 0.0
H -0.33697 13.91867 6.28222 0.2 0.2 0.1
H 1.24954 14.74632 8.08167 -0.4 0.0 0.1
H 0.85532 11.29307 10.22586 -0.2 0.1 0.2
H -0.83376 10.39290 8.65033 0.2 -0.1 -0.2
C 9.27322 13.68900 5.04005 0.2 -0.6 -0.3
C 9.22406 14.20030 6.31326 0.4 0.7 0.3
C 8.02046 14.18020 6.98516 0.1 0.7 0.4
N 6.91005 13.69872 6.46980 -0.8 0.1 1.1
C 6.95302 13.21059 5.26243 -0.1 -0.6 -0.8
C 8.10962 13.16245 4.51875 0.1 0.0 -1.0
H 10.19610 13.63674 4.47678 0.0 0.2 0.0
H 10.06392 14.73768 6.73738 0.1 -0.3 0.1
H 7.91050 14.66666 7.94793 0.2 -0.2 0.2
H 6.03180 12.81170 4.85967 -0.1 0.0 -0.1
H 8.05913 12.80224 3.49727 0.1 -0.1 0.1
C 0.39768 18.68118 9.35027 0.0 0.6 1.0
C 0.01361 19.53097 8.33250 0.3 -0.1 0.0
C -0.80980 19.02168 7.34281 -0.3 0.8 0.6
N -1.31315 17.80078 7.40156 -0.3 -0.5 -1.0
C -0.93644 16.99803 8.37552 0.9 -0.5 0.6
C -0.07471 17.39166 9.39583 -0.2 -0.1 -0.2
H 0.98854 19.09413 10.16287 0.2 -0.2 -0.1
H 0.36027 20.55631 8.36464 -0.1 0.0 -0.3
H -1.15057 19.67058 6.54628 0.0 -0.1 -0.2
H -1.19986 15.94518 8.33519 -0.6 0.2 -0.1
H 0.19457 16.71018 10.19130 0.0 0.0 -0.1


14
Properties=species:S:1:pos:R:3:forces:R:3 method="wB97M-V/def2-TZVPD" e_homo_ev=-15.2310 energy_ha=-286.8269 largest_force_ev_per_a=3.53 total_charge=+1 e_above_lowest_kj_mol=303.4 gap_ev=11.16
C -0.98335 0.03446 -0.10030 -1.4 0.0 1.3
C -0.53717 -1.00363 0.84251 -0.2 -0.1 0.6
C -1.98231 0.98410 -0.46957 -1.8 1.3 1.6
C 2.05080 -0.43587 -0.41557 -1.9 -0.6 -2.1
N 0.12840 -0.40586 -0.35299 3.2 -1.3 -0.3
O 2.34694 0.21517 0.65521 1.0 0.7 -0.2
H -0.11479 -0.82547 1.83542 -0.1 0.8 -0.4
H -0.93843 -1.99881 0.82444 -0.1 -0.4 -0.8
H -2.53405 1.31088 0.45256 0.1 -0.9 -0.6
H -2.70574 0.59862 -1.18392 0.1 0.0 -0.1
H -1.59578 1.93950 -0.72822 0.7 0.6 -1.2
H 2.01453 -1.54006 -0.29412 0.3 1.0 -0.3
H 2.17637 0.02919 -1.46607 0.1 -0.9 1.9
H 2.67457 1.09777 0.40061 -0.2 0.0 0.5


20
Properties=species:S:1:pos:R:3:forces:R:3 method="wB97M-V/def2-TZVPD" e_homo_ev=-12.5292 smiles=N[C@@H]1[C@H]2C[NH2+]C[C@@]12N energy_ha=-361.7092 largest_force_ev_per_a=2.78 total_charge=+1 e_above_lowest_kj_mol=154.7 gap_ev=9.18
N -2.31873 0.89512 0.31295 -0.3 -0.1 0.1
C -0.94686 0.66546 0.52670 1.8 -0.2 -2.1
C -0.01598 0.65019 -0.85947 -1.1 -0.3 2.4
C 1.44494 0.92295 -0.66922 -0.3 0.5 -0.7
N 1.83823 0.04830 0.49164 0.2 0.1 0.3
C 0.91859 -1.12293 0.51739 -0.9 -0.6 0.0
C -0.39251 -0.60600 -0.06971 0.4 0.8 -0.1
N -1.29089 -1.61616 -0.46692 -0.2 -0.3 0.0
H -2.90274 0.23985 0.81953 0.0 0.1 0.1
H -2.60923 1.83583 0.53675 0.0 0.0 -0.1
H -0.44844 1.10650 1.38904 0.0 -0.1 0.1
H -0.51361 0.91787 -1.77029 -0.1 0.1 -0.2
H 2.00771 0.63062 -1.55900 0.1 -0.1 0.2
H 1.67553 1.96458 -0.43598 0.2 -0.2 0.1
H 2.82140 -0.23063 0.44695 -0.1 0.1 0.1
H 1.70398 0.58101 1.35540 0.2 -0.1 -0.1
H 0.80475 -1.51121 1.52940 0.2 0.1 0.0
H 1.30333 -1.91832 -0.12364 0.1 0.2 0.0
H -2.16500 -1.21948 -0.79461 0.1 -0.1 0.0
H -0.91446 -2.23356 -1.17691 0.0 0.1 0.0


10
Properties=species:S:1:pos:R:3:forces:R:3 method="wB97M-V/def2-TZVPD" e_homo_ev=-9.0894 smiles=C[C@]1(Cl)CS1 energy_ha=-975.6440 largest_force_ev_per_a=2.76 total_charge=0 e_above_lowest_kj_mol=33.5 gap_ev=9.89
C 0.42167 1.13224 -0.52389 1.0 0.0 0.1
C -0.22236 -0.27979 -0.30590 1.4 1.4 -1.5
Cl -1.35655 -0.69916 -1.55817 -0.4 -0.2 -0.6
C -0.44419 -0.92899 0.95917 1.0 0.2 2.3
S 1.10276 -1.46022 0.05850 -0.8 -0.6 0.4
H 1.40876 1.05755 -1.19191 -2.5 0.0 1.2
H 0.84042 1.37349 0.51371 -0.8 0.4 -1.5
H -0.31809 1.87845 -0.99726 1.2 -1.0 1.1
H -0.20363 -0.41645 1.92286 -0.2 -0.1 -1.1
H -1.22879 -1.65713 1.12289 0.0 -0.1 -0.6


8
Properties=species:S:1:pos:R:3:forces:R:3 method="wB97M-V/def2-TZVPD" e_homo_ev=-10.2560 smiles="O=C(S)CF" energy_ha=-651.2547 largest_force_ev_per_a=5.54 total_charge=0 e_above_lowest_kj_mol=126.1 gap_ev=10.85
O 1.54770 1.28697 -0.14663 -2.7 -1.2 0.3
C 0.77008 0.32000 -0.04308 4.2 1.9 0.3
S 1.48818 -1.24023 -0.04034 0.3 -0.4 0.0
C -0.70530 0.42272 0.06130 -0.4 -2.5 4.0
F -1.36820 -0.82312 -0.18091 0.4 0.4 0.8
H 0.25185 -1.64746 0.08460 -0.5 -1.6 0.1
H -0.90909 0.84665 -0.79618 -1.7 3.6 -3.8
H -1.07521 0.83448 1.06124 0.5 -0.3 -1.7